[1]
Entry from the OMol25 dataset: the molecule C14H17N3O3 (the ωB97M-V functional and the def2-TZVPD basis).

Output
energy relative to the best compared isomer or geometry (same formula, charge and spin): 416.29 kJ/mol
SMILES: C[C@H](N)C(=O)N[C@@H](Cc1c[nH]c2ccccc12)C(=O)O
maximum force: 7.46 eV/Å
total charge: 0

Structure (XYZ):
```
37
Properties=species:S:1:pos:R:3:mulliken_charge:R:1
H 3.87877 -2.83208 -1.78001 0.264
C 3.99554 -0.92454 -0.46579 0.371
N 1.70737 -1.18127 0.42154 -0.183
H 2.23211 -1.06024 1.33699 0.423
H -4.49817 0.44669 -1.56383 0.273
C 0.04426 0.49213 -0.20523 -0.729
C 4.53047 -1.86648 -1.61113 -1.114
C -2.30356 1.45675 0.50894 0.881
H -5.03157 2.95327 2.66691 0.359
H -0.89755 2.27496 1.91498 0.324
H 5.59758 -2.34983 -1.29249 0.306
O -0.19646 -2.28586 -1.88685 -0.504
O 2.00209 -0.71980 -1.72807 -0.806
C 2.49187 -0.85161 -0.58514 0.335
H 0.41302 0.66590 -1.19537 0.405
H -5.64285 2.30757 0.65151 0.237
H -0.15427 -0.99647 1.15611 0.762
C 0.26573 -0.90979 0.25275 -0.197
C -0.63561 -1.85894 -0.53413 0.078
H 4.35566 0.02832 -0.67547 0.297
N 4.20546 -1.29228 1.02848 -0.774
N -3.61958 0.72588 -1.06094 0.022
H -2.24104 -0.40763 -2.20510 0.314
C -3.56419 1.48948 0.05199 -0.448
H 0.47041 1.29888 0.38811 0.535
H 0.49768 -1.74889 -2.12661 0.486
H 5.19280 -1.11879 1.31804 0.278
C -1.46319 0.77615 -0.38552 0.501
C -2.84502 2.73395 2.48130 -0.687
H -2.75834 3.21245 3.44687 0.376
H 4.57462 -1.22540 -2.46675 0.348
C -2.34706 0.37252 -1.37583 -0.747
C -4.18612 2.65734 2.05382 -0.373
C -4.55980 2.01834 0.81768 -0.652
O -1.82113 -2.17329 -0.09057 -0.562
C -1.89405 2.25468 1.61668 -0.660
H 4.20412 -2.36208 1.12213 0.262
```



[2]
Entry from the OMol25 dataset: the molecule C3H5NO2 (the ωB97M-V functional and the def2-TZVPD basis).

Output
energy relative to the best compared isomer or geometry (same formula, charge and spin): 400.59 kJ/mol
maximum force: 0.43 eV/Å
total charge: 0

Structure (XYZ):
```
11
Properties=species:S:1:pos:R:3:mulliken_charge:R:1
H -0.07626 1.24070 -1.19656 0.354
C -0.46644 -0.65332 0.28502 -0.147
N 1.80716 -1.04925 -0.32297 -0.627
O 0.82015 0.87652 -1.13743 -0.508
H -1.10207 1.23328 1.62511 0.156
C 0.81610 -0.27885 -0.44043 0.398
O -1.51523 0.29243 -0.02776 -0.287
C -1.78744 1.31826 0.73295 -0.185
H -0.80891 -1.63558 -0.04296 0.259
H 2.60749 -0.68643 -0.84108 0.277
H -0.29454 -0.65776 1.36610 0.310
```



[3]
Entry from the OMol25 dataset: the ion C5H10N with charge +1 (the ωB97M-V functional and the def2-TZVPD basis).

Output
energy relative to the best compared isomer or geometry (same formula, charge and spin): 281.17 kJ/mol
SMILES: C=[NH+]C(=C)CC
maximum force: 2.44 eV/Å
total charge: +1

Structure (XYZ):
```
16
Properties=species:S:1:pos:R:3:mulliken_charge:R:1
C 0.38072 -0.80432 -1.62706 -0.820
H 2.50629 -0.24406 -0.23487 0.281
H -1.58934 0.90342 -1.38429 0.411
C 1.80701 -0.15595 1.55826 -0.340
H -2.26509 1.68437 -0.02666 0.347
C -1.96056 0.70181 -0.37793 -1.422
H -2.79434 0.02139 -0.46862 0.344
C -0.79356 0.17320 0.47794 -0.252
H 2.24106 0.74127 1.99467 0.342
H -0.37162 1.04536 0.98386 0.365
N 1.61674 -0.31996 0.26295 -0.101
H 1.30685 -0.88847 2.18829 0.342
H -0.54454 -1.12481 -2.08157 0.332
H 1.32960 -0.79417 -2.14092 0.294
C 0.31301 -0.41134 -0.34166 0.517
H -1.18224 -0.52775 1.21762 0.361
```



[4]
Entry from the OMol25 dataset: a structure of composition C3H5N5 (the ωB97M-V functional and the def2-TZVPD basis).

Output
energy relative to the best compared isomer or geometry (same formula, charge and spin): 465.95 kJ/mol
maximum force: 5.93 eV/Å
total charge: 0

Structure (XYZ):
```
13
Properties=species:S:1:pos:R:3:mulliken_charge:R:1
N -1.43364 1.44639 0.12456 -0.731
C 2.03500 -0.74612 0.05884 -0.047
C -0.34844 0.62380 0.00147 0.562
H -2.36772 1.03063 -0.06116 0.137
N -1.45166 -1.45600 -0.05498 -0.822
H 0.93538 2.41459 -0.03061 0.369
N 2.14720 0.62487 -0.02746 -0.567
N -0.26239 -0.68501 -0.14791 0.681
H 2.90290 -1.28874 -0.02765 0.447
N 0.91061 -1.43259 0.08092 -0.657
H -1.89461 -1.30405 0.82827 0.306
H -2.21699 -0.53389 -0.67886 0.292
C 1.04436 1.30612 -0.06544 0.028
```



[5]
Entry from the OMol25 dataset: a cluster of 2 separate species, C10H19FIO3 in total (the ωB97M-V functional and the def2-TZVPD basis).

Output
maximum force: 0.80 eV/Å
total charge: +1

Structure (XYZ):
```
34
Properties=species:S:1:pos:R:3:mulliken_charge:R:1
C 0.35002 -0.63881 1.59341 0.011
F -0.24289 0.11108 2.63346 -0.433
C 0.09770 -3.04622 0.84480 -1.407
H 0.82306 -1.92235 -3.68715 0.482
O 2.31165 2.66446 2.64897 -0.560
H 0.83992 -2.91375 0.05503 0.364
C 0.19519 2.61629 1.42455 -0.568
H -0.20423 1.95996 -0.57521 0.480
H -3.69801 1.19773 -0.71742 0.421
H 1.82580 0.70461 -1.29055 0.545
C -0.26088 1.54527 0.43545 -0.683
H -0.60427 -3.82921 0.56224 0.341
I -1.08249 0.22388 -2.78672 -0.016
C 0.77067 0.40694 0.53872 1.654
H -3.43915 2.52243 -1.61553 0.425
H -0.39515 2.63283 2.34260 0.257
H 2.12926 -0.82501 -0.49939 0.430
H 0.65562 -3.36337 1.73021 0.418
H -1.30094 -1.92210 2.00721 0.465
O 1.93153 1.06071 1.13054 -0.505
H -1.28660 1.20659 0.59118 0.061
H 0.23833 3.61874 1.00132 0.397
C 1.39607 -1.38987 -2.92526 -1.392
H -4.28382 2.64784 -0.22448 0.459
C 1.32949 -0.12583 -0.78072 -1.655
H -0.01202 -1.75507 -1.36629 0.294
C 1.58358 2.17177 1.83902 0.327
O -3.57909 2.17290 -0.71001 -0.386
C 0.48915 -0.89501 -1.79427 -0.080
C -0.62421 -1.72624 1.17093 -0.530
H -1.24010 -1.39820 0.32556 0.146
H 1.25208 -1.07881 2.03157 0.468
H 2.13687 -2.08177 -2.51714 0.365
H 1.89788 -0.55241 -3.41665 0.404
```



[6]
Entry from the OMol25 dataset: a cluster of 3 separate species, C4H15NO2 in total (the ωB97M-V functional and the def2-TZVPD basis).

Output
energy relative to the best compared isomer or geometry (same formula, charge and spin): 102.48 kJ/mol
SMILES: CCCNC.O.O
maximum force: 1.09 eV/Å
total charge: 0

Structure (XYZ):
```
22
Properties=species:S:1:pos:R:3:mulliken_charge:R:1
H 0.71701 -0.18795 -0.66494 0.225
C -0.70442 -0.09354 0.79268 -0.744
C -2.66372 -1.19937 -0.47349 -1.329
H -3.56117 -0.91713 0.08318 0.313
H -2.89199 -2.16812 -0.91308 0.378
H 0.64452 2.08450 0.67240 0.291
H 2.13117 1.44701 -0.00226 0.331
H 1.70158 1.10117 1.71492 0.276
H 1.74288 4.40000 -3.00958 0.311
H 2.38543 -2.72736 1.16711 0.319
H -1.55539 -1.98231 1.29672 0.305
O 1.81647 3.75767 -2.28398 -0.623
H -1.24659 0.74819 0.36401 0.520
C -1.41071 -1.39712 0.38384 -0.396
H -2.44257 -0.49440 -1.27046 0.359
H 2.05950 2.91589 -2.67834 0.315
H 1.24375 -1.80795 0.85915 0.458
O 1.42726 -2.68660 1.26372 -0.675
H -0.71103 -0.01607 1.87478 0.362
N 0.68654 -0.04338 0.33705 -0.371
C 1.32955 1.24108 0.69805 -0.938
H -0.69804 -1.97421 -0.21147 0.313
```



Record order is preserved below.
Gap between HOMO and LUMO: 8.02, 9.42, 7.60, 8.60, 7.38, 9.84 eV